{
  "formula": "C3H5N3O",
  "method": "the ωB97M-V functional and the def2-TZVPD basis",
  "elements": ["C", "C", "C", "H", "H", "H", "H", "H", "N", "N", "N", "O"],
  "positions_angstrom": [[0.191, -1.068, 1.718], [-0.882, 1.486, -0.515], [-0.169, 1.034, -1.760], [1.380, -2.322, 0.643], [-0.222, -0.792, 2.651], [0.604, -0.186, -0.323], [-1.716, 2.185, -0.715], [-0.682, 1.594, -2.748], [0.742, -2.305, 1.552], [0.008, -0.209, 0.554], [-0.845, 0.860, 0.590], [0.808, 0.299, -1.879]],
  "lowdin_charge": [-0.180, -0.162, -0.226, 0.077, 0.084, 0.091, 0.104, 0.157, 0.025, -0.032, 0.052, 0.010],
  "smiles": "[H]/N=C\\N/N=C\\C=O",
  "largest_force_ha_per_bohr": 0.1284,
  "relative_energy_kj_mol": 388.8,
  "charge": 0,
  "gap_ev": 8.41
}

{
  "formula": "C4H12",
  "method": "the ωB97M-V functional and the def2-TZVPD basis",
  "elements": ["C", "C", "H", "H", "H", "H", "H", "H", "C", "C", "H", "H", "H", "H", "H", "H"],
  "positions_angstrom": [[0.639, 0.649, 2.354], [1.078, -0.588, 1.600], [0.112, 1.355, 1.713], [-0.059, 0.416, 3.161], [1.504, 1.211, 2.723], [1.681, -1.266, 2.208], [1.731, -0.325, 0.759], [0.282, -1.222, 1.203], [-0.123, -0.096, -2.205], [-1.579, 0.000, -1.706], [0.562, -0.137, -1.369], [-0.002, -0.939, -2.883], [0.113, 0.796, -2.779], [-1.664, 0.230, -0.646], [-2.176, -0.893, -1.916], [-2.099, 0.809, -2.215]],
  "lowdin_spin": [0.192, 0.236, 0.034, 0.029, 0.027, 0.043, 0.034, 0.043, 0.121, 0.133, 0.016, 0.015, 0.017, 0.029, 0.017, 0.015],
  "largest_force_ha_per_bohr": 0.0166,
  "relative_energy_kj_mol": 21.8,
  "charge": -1,
  "spin_multiplicity": 2,
  "gap_ev": [2.89, 12.19]
}

{
  "formula": "H16O8",
  "method": "the ωB97M-V functional and the def2-TZVPD basis",
  "elements": ["H", "H", "H", "H", "H", "H", "H", "H", "H", "H", "H", "H", "H", "H", "H", "H", "O", "O", "O", "O", "O", "O", "O", "O"],
  "positions_angstrom": [[-1.474, -0.124, 0.193], [-0.004, -0.451, 0.401], [-0.353, 3.571, -0.980], [-1.630, 2.794, -1.256], [1.720, -0.848, -2.121], [3.077, -1.394, -1.708], [2.127, -0.382, 3.856], [2.130, -0.131, 2.358], [3.264, 1.445, -0.956], [4.119, 2.621, -0.514], [1.935, -2.627, -0.314], [1.758, -3.609, 0.833], [-3.533, 0.345, 1.098], [-3.295, 1.087, 2.403], [-3.832, -1.416, -1.448], [-5.118, -0.908, -2.079], [-0.673, 0.211, 0.612], [-0.918, 2.883, -0.612], [2.304, -1.604, -2.245], [1.647, -0.598, 3.049], [3.322, 2.406, -1.012], [1.300, -2.909, 0.354], [-3.084, 1.116, 1.463], [-4.791, -1.480, -1.376]],
  "lowdin_charge": [0.012, 0.010, 0.031, 0.030, 0.046, 0.037, 0.032, 0.026, 0.016, 0.037, -0.009, 0.041, 0.027, 0.046, 0.028, 0.036, -0.065, -0.062, -0.043, -0.057, -0.053, -0.056, -0.052, -0.058],
  "smiles": "O.O.O.O.O.O.O.O",
  "largest_force_ha_per_bohr": 0.0117,
  "relative_energy_kj_mol": 319.3,
  "charge": 0,
  "gap_ev": 10.26
}

{
  "formula": "C20H25N3O5",
  "method": "the ωB97M-V functional and the def2-TZVPD basis",
  "elements": ["C", "O", "C", "C", "C", "O", "N", "C", "H", "C", "H", "H", "C", "C", "H", "C", "H", "H", "H", "H", "O", "C", "C", "C", "C", "C", "C", "H", "H", "C", "O", "N", "H", "C", "C", "N", "O", "C", "C", "H", "H", "H", "H", "H", "H", "H", "H", "H", "H", "H", "H", "H", "H"],
  "positions_angstrom": [[0.084, 5.521, 4.744], [0.372, 5.486, 3.370], [1.160, 6.576, 2.945], [1.526, 6.406, 1.470], [2.626, 5.366, 1.293], [3.794, 5.716, 1.276], [2.276, 4.068, 1.185], [0.948, 3.509, 1.130], [0.208, 4.230, 1.467], [0.648, 3.017, -0.289], [-0.351, 2.580, -0.315], [0.684, 3.853, -0.991], [1.695, 1.975, -0.709], [3.105, 2.546, -0.527], [3.838, 1.763, -0.724], [3.296, 3.082, 0.892], [4.269, 3.563, 0.992], [3.216, 2.260, 1.609], [3.253, 3.353, -1.246], [1.556, 1.700, -1.765], [1.615, 0.812, 0.102], [0.653, -0.117, -0.110], [0.655, -1.191, 0.786], [-0.266, -2.204, 0.664], [-1.208, -2.193, -0.365], [-1.216, -1.119, -1.247], [-0.303, -0.088, -1.122], [-0.351, 0.732, -1.822], [-1.961, -1.055, -2.027], [-2.177, -3.319, -0.435], [-2.503, -3.965, 0.543], [-2.687, -3.568, -1.671], [-2.256, -3.153, -2.480], [-3.578, -4.686, -1.904], [-2.816, -5.906, -2.304], [-2.793, -6.350, -3.534], [-1.991, -7.436, -3.558], [-1.511, -7.654, -2.329], [-1.995, -6.714, -1.473], [-1.818, -6.588, -0.426], [-0.855, -8.491, -2.203], [-4.292, -4.426, -2.689], [-4.099, -4.875, -0.961], [-0.276, -3.028, 1.361], [1.393, -1.199, 1.572], [0.914, 2.653, 1.813], [0.634, 6.175, 0.891], [1.943, 7.351, 1.118], [2.080, 6.638, 3.546], [0.598, 7.514, 3.084], [-0.474, 6.428, 5.010], [-0.524, 4.645, 4.957], [1.002, 5.486, 5.342]],
  "lowdin_charge": [-0.106, -0.209, -0.220, -0.065, -0.456, 0.048, -0.042, -0.135, 0.106, -0.090, 0.114, 0.128, -0.321, -0.090, 0.124, -0.125, 0.122, 0.132, 0.129, 0.145, -0.018, -0.250, 0.015, -0.006, -0.145, -0.025, -0.010, 0.106, 0.113, -0.454, 0.064, 0.074, 0.136, -0.111, -0.286, 0.098, -0.034, -0.100, 0.007, 0.107, 0.122, 0.126, 0.130, 0.121, 0.121, 0.137, 0.114, 0.126, 0.134, 0.127, 0.089, 0.090, 0.092],
  "smiles": "COCCC(=O)N1CCC(Oc2ccc(C(=O)NCc3ccon3)cc2)CC1",
  "largest_force_ha_per_bohr": 0.0247,
  "relative_energy_kj_mol": 385.4,
  "charge": 0,
  "gap_ev": 9.48
}